Entry 1:
14
Properties=species:S:1:pos:R:3:nbo_charge:R:1 method="wB97M-V/def2-TZVPD" energy_ha=-759.76206 smiles="O=C/C=C1/NC=CC1=S" e_above_lowest_ev=0.134 lumo_ev="-1.22 / -1.22"
C 1.86 -0.14 0.36 -0.361
C 1.15 0.89 0.92 0.089
C 0.92 -1.01 -0.24 -0.140
C -0.39 -0.41 -0.04 0.095
C -1.54 -0.91 -0.54 -0.230
C -1.55 -2.06 -1.46 0.377
N -0.18 0.75 0.68 -0.552
O -2.22 -3.05 -1.37 -0.531
S 1.10 -2.46 -1.02 0.009
H 2.92 -0.28 0.40 0.243
H 1.51 1.73 1.48 0.222
H -2.49 -0.45 -0.33 0.228
H -0.95 -1.85 -2.38 0.132
H -0.91 1.38 0.98 0.420



Entry 2:
80
Properties=species:S:1:pos:R:3:mulliken_spin:R:1 method="wB97M-V/def2-TZVPD" energy_ha=-3892.07818 e_above_lowest_ev=0.000 spin_multiplicity=2 lumo_ev="0.31 / 0.12"
Cu -0.68 0.45 0.16 0.508
N 4.69 -5.33 0.97 0.000
C 3.43 -4.75 0.81 0.000
C 2.36 -5.17 1.59 0.000
C 1.10 -4.63 1.40 0.000
C 0.90 -3.67 0.42 0.001
C 1.96 -3.26 -0.38 0.002
C 3.22 -3.79 -0.18 0.000
S -0.70 -2.99 0.15 0.014
O -0.80 -2.66 -1.25 0.001
O -1.67 -3.91 0.69 0.000
N -0.81 -1.56 0.90 0.002
C -0.63 -1.43 2.24 0.024
N -0.74 -0.15 2.65 -0.003
C -0.55 0.09 3.93 0.004
C -0.25 -0.91 4.85 -0.001
C -0.18 -2.19 4.33 0.002
N -0.36 -2.47 3.04 0.000
H 4.87 -5.76 1.86 0.000
H 5.46 -4.80 0.61 0.000
H 2.51 -5.93 2.35 0.000
H 0.26 -4.95 2.01 0.000
H 1.78 -2.53 -1.15 -0.001
H 4.04 -3.48 -0.81 0.000
H -0.63 1.13 4.24 0.000
H -0.09 -0.70 5.89 0.000
H 0.05 -3.03 4.97 0.000
C -0.24 4.49 1.48 0.009
O -0.78 3.34 0.83 -0.004
C 0.03 2.24 0.80 0.152
O 1.12 2.32 1.34 0.024
H -1.04 5.23 1.48 0.001
H 0.62 4.87 0.93 0.001
H 0.07 4.26 2.49 0.000
C 3.25 4.65 -4.23 0.000
C 3.04 3.57 -3.21 0.001
C 3.71 3.60 -1.99 -0.001
C 3.52 2.61 -1.03 0.001
C 4.23 2.73 0.29 0.000
C 2.61 1.57 -1.31 0.021
C 2.36 0.58 -0.25 0.010
O 1.39 -0.15 -0.18 0.001
C 1.93 1.52 -2.54 -0.004
C 0.97 0.43 -2.92 0.004
C 2.17 2.52 -3.46 -0.003
H 4.06 5.32 -3.94 0.000
H 2.35 5.25 -4.35 0.000
H 3.49 4.23 -5.20 0.000
H 4.40 4.41 -1.78 0.000
H 4.89 3.59 0.28 0.000
H 4.85 1.85 0.50 0.000
H 3.52 2.84 1.10 0.000
H 3.13 0.50 0.53 0.004
H 1.29 -0.56 -2.59 0.001
H 0.83 0.41 -4.00 0.000
H -0.02 0.59 -2.46 0.006
H 1.66 2.48 -4.42 0.000
C -4.85 -2.73 0.88 0.000
N -4.54 -1.31 0.58 0.002
C -3.94 -0.63 1.77 0.002
C -3.63 -1.20 -0.62 -0.007
C -3.52 0.21 -1.11 -0.063
C -4.62 0.71 -1.81 0.011
C -4.60 1.98 -2.34 -0.010
C -3.45 2.74 -2.19 0.010
C -2.36 2.24 -1.49 0.005
C -2.35 0.97 -0.88 0.255
H -5.41 -2.79 1.81 0.000
H -3.91 -3.27 0.96 0.000
H -5.44 -3.14 0.06 0.000
H -5.40 -0.81 0.34 0.000
H -3.10 -1.24 2.10 0.000
H -4.69 -0.56 2.55 0.000
H -3.58 0.35 1.47 -0.002
H -4.05 -1.86 -1.38 0.001
H -2.68 -1.59 -0.30 0.003
H -5.48 0.07 -1.98 0.001
H -5.45 2.36 -2.89 0.000
H -3.39 3.73 -2.63 0.000
H -1.49 2.87 -1.40 0.014



Entry 3:
8
Properties=species:S:1:pos:R:3:nbo_charge:R:1 method="wB97M-V/def2-TZVPD" energy_ha=-388.50642 charge=+1 e_above_lowest_ev=0.000 lumo_ev=-6.61
H -0.66 -1.64 0.43 0.054
O 0.87 0.51 -1.35 -0.506
C -0.08 0.06 -0.71 0.358
C 0.18 -0.46 0.70 -0.035
O 1.40 -0.52 1.14 -0.836
Li 2.64 0.61 0.44 0.973
Hg -1.64 -1.06 -1.60 0.785
H -0.56 0.06 1.35 0.208



Entry 4:
6
Properties=species:S:1:pos:R:3:nbo_charge:R:1 method="wB97M-V/def2-TZVPD" energy_ha=-1088.95208 smiles=[O-][N+]#CCl.Cl e_above_lowest_ev=1.424 lumo_ev=-0.09
C -1.25 -0.44 0.83 0.037
N -0.76 -1.44 0.41 0.177
O -0.29 -2.56 0.50 -0.381
Cl -1.71 1.08 0.65 0.167
Cl 2.33 1.22 -0.84 -0.278
H 1.68 2.14 -1.54 0.278